A cluster of 2 separate species, C25H31N2O3 in total in a non-equilibrium geometry. Source: OMol25; level of theory: the ωB97M-V functional and the def2-TZVPD basis.

The geometry in ORCA input format:
```
! wB97M-V def2-TZVPD RIJCOSX def2/J DEFGRID3
* xyz -1 1
C -2.4826 0.1108 0.7482
N -1.2365 0.0790 1.4662
C -0.5794 -1.1917 1.4090
C 0.7036 -1.2957 2.2162
C 1.5506 -0.0209 2.2986
O 2.7693 -0.0425 2.3494
C 0.7642 1.2900 2.2793
C -0.4642 1.2861 1.3866
H -3.0247 1.0311 0.9868
H -2.3501 0.0650 -0.3479
H -3.0875 -0.7505 1.0524
H -1.3091 -1.9275 1.7936
H -0.3653 -1.4910 0.3599
H 0.4708 -1.5899 3.2502
H 1.3298 -2.0860 1.7795
H 0.4656 1.5019 3.3164
H 1.4442 2.0784 1.9430
H -0.1629 1.5060 0.3411
H -1.1393 2.1001 1.6947
C 3.9070 -4.1926 4.4629
C 4.4302 -2.7954 4.7004
C 4.6912 -2.5385 6.1723
C 5.6755 -2.5752 3.8615
O 3.4591 -1.8212 4.1708
C 2.3821 -1.5285 4.9706
C 2.4261 -0.1631 5.5063
N 1.6449 0.0992 6.4957
C 1.5485 0.6504 7.6727
C 0.2609 0.4680 8.3577
C -0.1540 1.2889 9.4270
C -1.4011 1.0901 10.0176
C -2.2366 0.0618 9.5544
C -1.8319 -0.7519 8.4853
C -0.5939 -0.5361 7.8809
C 2.6771 1.3128 8.3547
C 2.8557 1.1344 9.7462
C 3.9403 1.7029 10.4093
C 4.8838 2.4434 9.6866
C 4.7207 2.6208 8.3072
C 3.6345 2.0473 7.6361
O 1.4850 -2.3281 5.2102
H 3.7692 -4.3674 3.3891
H 4.6401 -4.9170 4.8343
H 2.9611 -4.3517 4.9881
H 5.1262 -1.5410 6.3122
H 3.7652 -2.6289 6.7551
H 5.3936 -3.2822 6.5596
H 6.0856 -1.5728 4.0277
H 6.4412 -3.3137 4.1238
H 5.4356 -2.6793 2.7970
H 3.1867 0.5141 5.0993
H 0.5019 2.0907 9.7706
H -1.7187 1.7418 10.8344
H -3.2123 -0.0949 10.0152
H -2.4687 -1.5511 8.1069
H -0.2595 -1.1340 7.0321
H 2.1279 0.5431 10.3056
H 4.0383 1.5675 11.4875
H 5.7304 2.8924 10.2081
H 5.4441 3.2114 7.7446
H 3.5028 2.1899 6.5633
*
```

Properties
DFT total energy = -1306.4642 Ha
LUMO energy = 0.106 hartree
Kohn-Sham gap = 5.30 eV
HOMO level = -2.4249 eV